#a
A cluster of 2 separate species, C3H11N3 in total. Source: OMol25; level of theory: ωB97M-V/def2-TZVPD.

Output
SMILES	C=NC.NCN
lowest unoccupied orbital energy	0.89	eV
M	89.1	g mol⁻¹
orbital gap	10.368	eV

Each line ends with the natural charge from an NBO analysis.
Positions of all 17 atoms, in Å:
C (-1.637, -0.273, -2.459)  -0.062
N (-2.741, -0.844, -2.271)  -0.382
C (-3.362, -0.681, -0.963)  -0.452
H (-1.118, -0.321, -3.417)  0.163
H (-1.067, 0.367, -1.771)  0.141
H (-2.765, -0.284, -0.138)  0.177
H (-3.700, -1.662, -0.626)  0.203
H (-4.295, -0.159, -1.181)  0.211
N (1.874, 1.196, 0.435)  -0.827
C (2.337, -0.023, 1.070)  -0.048
N (2.869, 0.228, 2.426)  -0.859
H (1.125, 1.540, 0.993)  0.347
H (2.637, 1.852, 0.372)  0.362
H (1.510, -0.721, 1.098)  0.154
H (3.160, -0.447, 0.502)  0.175
H (2.904, -0.623, 2.984)  0.354
H (2.269, 0.854, 2.945)  0.345

=====

#b
The molecule C3H11N3. Source: OMol25; level of theory: ωB97M-V/def2-TZVPD.

Output
SMILES	CNN[C@H](C)N
lowest unoccupied orbital energy	1.07	eV
M	89.1	g mol⁻¹
orbital gap	9.665	eV

Each line ends with the natural charge from an NBO analysis.
Positions of all 17 atoms, in Å:
C (0.399, -2.258, 0.242)  -0.436
N (0.103, -1.433, -0.921)  -0.465
N (-0.590, -0.225, -0.695)  -0.484
C (0.012, 0.759, 0.219)  0.083
C (-1.048, 1.797, 0.569)  -0.623
N (1.139, 1.426, -0.397)  -0.835
H (-0.537, -2.447, 0.770)  0.192
H (1.121, -1.822, 0.948)  0.166
H (0.796, -3.206, -0.119)  0.206
H (0.958, -1.214, -1.425)  0.339
H (-1.528, -0.465, -0.387)  0.346
H (0.393, 0.295, 1.147)  0.158
H (-1.554, 2.115, -0.345)  0.211
H (-0.571, 2.649, 1.033)  0.228
H (-1.784, 1.384, 1.259)  0.208
H (0.832, 1.886, -1.246)  0.357
H (1.860, 0.759, -0.651)  0.350

=====

#c
A cluster of 2 separate species, C3H11N3 in total. Source: OMol25; level of theory: ωB97M-V/def2-TZVPD.

Output
SMILES	[H]/N=C/C.CNN
lowest unoccupied orbital energy	0.77	eV
M	89.1	g mol⁻¹
orbital gap	8.728	eV

Each line ends with the natural charge from an NBO analysis.
Positions of all 17 atoms, in Å:
H (1.420, 0.297, 0.482)  0.391
N (1.671, -0.889, 0.494)  -0.682
C (0.763, -1.657, 0.115)  0.100
C (0.995, -3.071, -0.329)  -0.670
H (-0.241, -1.264, -0.177)  0.126
H (0.243, -3.726, 0.116)  0.207
H (0.872, -3.144, -1.412)  0.217
H (1.993, -3.391, -0.041)  0.222
C (-1.842, 2.058, -0.139)  -0.428
N (-0.803, 1.081, 0.122)  -0.453
N (0.637, 1.706, 0.294)  -0.686
H (-1.681, 2.479, -1.133)  0.196
H (-2.797, 1.532, -0.157)  0.214
H (-1.902, 2.879, 0.591)  0.169
H (-0.934, 0.616, 1.019)  0.358
H (0.966, 1.902, -0.648)  0.365
H (0.640, 2.592, 0.803)  0.354

=====

#d
A cluster of 2 separate species, C3H11N3 in total. Source: OMol25; level of theory: ωB97M-V/def2-TZVPD.

Output
SMILES	C=CN.NCN
lowest unoccupied orbital energy	0.93	eV
M	89.1	g mol⁻¹
orbital gap	8.824	eV

Each line ends with the natural charge from an NBO analysis.
Positions of all 17 atoms, in Å:
C (-2.436, 1.102, -0.555)  -0.551
C (-2.411, 0.080, 0.312)  0.022
N (-1.530, -0.966, 0.367)  -0.839
H (-1.696, 1.248, -1.350)  0.177
H (-2.816, 2.085, -0.298)  0.202
H (-2.959, 0.272, 1.232)  0.182
H (-0.581, -0.940, 0.006)  0.414
H (-1.620, -1.599, 1.138)  0.373
N (1.247, -0.913, -0.907)  -0.870
C (1.521, 0.322, -0.139)  -0.062
N (2.267, 0.177, 1.085)  -0.828
H (2.051, -1.520, -0.830)  0.359
H (1.159, -0.665, -1.886)  0.367
H (0.588, 0.866, 0.028)  0.183
H (2.102, 1.020, -0.762)  0.159
H (3.238, -0.009, 0.896)  0.356
H (1.875, -0.560, 1.661)  0.357

=====

Ranked by calculated energy, most stable first: #b, #d, #a, #c.